Record 1
Here is a molecular structure, C24H24N10O4PrS2Se from the OMol25 dataset. Energies are from ωB97M-V/def2-TZVPD.

Structure (ORCA input):
```
! wB97M-V def2-TZVPD RIJCOSX def2/J DEFGRID3
* xyz -1 3
Pr -0.3044 -1.1221 -0.1644
C 2.4175 -1.2936 -2.5671
C 2.6482 0.2032 -2.2453
N 1.6952 0.7425 -1.2306
C 1.3134 2.1473 -1.5508
C 0.2651 2.1831 -2.6523
S -0.8151 0.7227 -2.8664
C 0.0770 -0.1950 -4.2241
C 0.3023 -1.6642 -3.8293
N 1.0300 -1.8432 -2.5655
H 2.9341 -1.5228 -3.5239
H 2.9726 -1.8439 -1.7871
H 3.7020 0.2654 -1.9035
H 2.5565 0.7958 -3.1726
H 2.2146 0.8026 -0.3309
H 0.9105 2.5781 -0.6254
H 2.2068 2.7227 -1.8559
H -0.4173 3.0404 -2.5036
H 0.7573 2.3446 -3.6327
H -0.6038 -0.1500 -5.1005
H 1.0003 0.3187 -4.5021
H -0.6992 -2.1316 -3.7505
H 0.8579 -2.1823 -4.6503
H 1.1093 -2.8461 -2.3752
Se -0.3339 4.3913 6.0737
N -1.3256 4.1140 4.5347
C -0.6968 3.2139 3.8266
C -1.1911 2.7765 2.5510
C -2.3912 3.3029 2.0758
C -2.8893 2.8378 0.8656
C -2.1229 1.8662 0.1971
N -0.9741 1.3349 0.6635
C -0.5272 1.7455 1.8609
C 0.6834 1.1316 2.4372
N 1.3103 0.1654 1.7436
C 2.4486 -0.3131 2.2393
C 3.0055 0.0601 3.4774
C 2.3265 0.9989 4.2339
C 1.1781 1.5595 3.6858
C 0.5015 2.6115 4.4002
N 0.8865 3.0474 5.5631
H -2.9149 4.0336 2.6721
H -3.8628 3.1260 0.5459
H -2.4939 1.4852 -0.7231
H 2.9811 -1.0496 1.6543
H 3.9396 -0.4395 3.7966
H 2.6549 1.3320 5.2198
C -4.2736 -2.2802 -2.3309
C -2.7719 -2.2709 -2.5981
O -2.4512 -2.6484 -3.7368
O -1.9546 -1.9244 -1.6611
H -4.7847 -2.9075 -3.0569
H -4.6501 -1.2222 -2.3878
H -4.4901 -2.6270 -1.3066
N 5.3010 -3.8855 2.5209
C 4.3635 -4.1505 1.8882
N 3.3159 -4.4726 1.2035
C 2.5283 -3.5712 0.7330
N 1.7668 -2.8097 0.2445
S -3.9110 -0.4763 1.2688
C -5.1038 0.1832 0.3698
N -5.9683 0.7108 -0.2714
O -1.4429 -3.2740 1.1714
C -1.3075 -2.7604 2.2891
O -1.0235 -1.5736 2.5209
H -1.4653 -3.4441 3.1544
*
```

Calculated values
* ΔE to the lowest compared entry with this formula, charge and spin: 0.0 kJ/mol
* LUMO level: 0.56 eV
* calculated total energy: -5492.56212 hartree
* frontier orbital gap: 0.186 Ha

=====

Record 2
Here is 13 unconnected molecules or ions with the total composition C25H76N2O13 from the OMol25 dataset. Energies are from ωB97M-V/def2-TZVPD.

Structure (ORCA input):
```
! wB97M-V def2-TZVPD RIJCOSX def2/J DEFGRID3
* xyz 0 1
C 16.7221 17.5525 8.4638
O 16.5268 18.1951 7.2203
H 17.5929 18.0360 8.9382
H 17.1201 16.5079 8.3555
H 15.8487 17.7063 9.1226
H 17.3993 18.2544 6.7545
C 17.5851 16.0619 1.5271
O 16.2996 15.6584 1.8323
H 17.6622 16.1421 0.4406
H 18.3033 15.4113 2.0097
H 17.6684 17.0434 2.0077
H 16.2668 14.6604 1.8476
C 16.2075 19.0321 3.5778
O 15.1688 18.0986 3.4990
H 16.0299 19.6439 4.4969
H 16.2458 19.6309 2.7151
H 17.1588 18.5496 3.6225
H 15.4193 17.3337 4.0283
C 14.0907 20.7453 1.0815
O 15.1244 21.6159 1.4146
H 13.8864 20.0957 1.9154
H 14.3515 20.2476 0.1316
H 13.2380 21.3276 0.7286
H 15.2911 22.1536 0.6011
C 18.0064 22.3136 2.3202
O 17.2469 23.5300 2.3412
H 18.2405 22.0955 3.3349
H 18.7822 22.4654 1.6868
H 17.5102 21.3904 2.0743
H 16.4699 23.5199 2.8756
C 12.8758 20.0869 4.6084
O 12.1863 20.1887 5.8487
H 12.4193 20.8222 3.9493
H 12.9033 19.0669 4.1617
H 13.8571 20.3542 4.8295
H 12.6495 19.6107 6.4870
C 13.5459 17.1505 0.1178
O 12.4202 17.2181 -0.6846
N 14.6374 16.5349 -0.3030
N 13.5392 17.5960 1.2876
H 14.7581 16.3326 -1.3227
H 15.2005 16.2303 0.4782
H 12.8033 18.0634 1.6733
H 14.4836 17.7646 1.7508
C 16.4021 21.8939 8.4959
C 16.2464 22.2816 6.9809
C 17.3241 21.7166 6.0815
O 15.1760 21.9724 6.4413
H 15.5999 22.3947 9.0724
H 17.3384 22.2130 8.8336
H 16.3295 20.7981 8.5794
H 16.4029 23.3660 6.8855
H 18.3678 22.0369 6.3346
H 17.1640 22.0612 5.0730
H 17.3182 20.6288 5.9917
H 15.1784 22.2932 5.5221
C 20.2239 19.0486 7.5596
C 20.0311 17.7613 6.7724
C 20.0899 16.5718 7.6634
O 18.9695 17.7335 6.1099
H 20.3459 19.8279 6.7853
H 21.0704 19.1414 8.2475
H 19.2961 19.3802 8.1033
H 20.8570 17.6429 6.0241
H 20.9178 16.4720 8.3518
H 20.1614 15.7442 6.9907
H 19.1429 16.3624 8.1765
H 19.1858 17.7375 5.1794
C 13.8240 16.3661 6.0655
C 15.0163 15.5341 5.5732
C 14.6824 14.8266 4.3274
O 16.0125 16.2382 5.2404
H 13.4386 17.0238 5.2723
H 14.2068 17.0552 6.8265
H 13.1234 15.7927 6.5073
H 15.3794 14.8050 6.2813
H 13.8560 14.1157 4.5715
H 15.4872 14.2212 3.9055
H 14.2209 15.4727 3.5747
H 16.4450 16.5924 5.9656
C 17.2447 19.1737 0.2951
C 17.2904 18.8125 -1.1426
C 16.1289 19.4530 -1.9702
O 18.3800 18.9830 -1.6949
H 16.2974 18.7620 0.6784
H 17.3143 20.2436 0.4310
H 18.1106 18.7829 0.7848
H 17.1519 17.8003 -1.1433
H 16.1619 20.5097 -2.1310
H 15.0874 19.2493 -1.5212
H 16.0478 19.1405 -3.0195
H 18.4739 19.9357 -1.9407
C 12.7628 23.3955 3.2051
C 14.2043 23.6633 3.6014
C 14.2779 24.6556 4.7340
O 14.8020 22.6156 3.8369
H 12.3059 24.4242 3.0571
H 12.2699 22.8430 3.9740
H 12.6692 22.8066 2.2989
H 14.6447 24.0497 2.6820
H 13.7106 25.5284 4.4677
H 15.3200 24.8350 4.9434
H 13.9011 24.2424 5.6453
H 14.6502 22.1026 3.0028
C 19.9416 19.7527 3.4443
C 20.3975 18.4765 2.8885
C 21.9293 18.3818 2.9373
O 19.9055 17.4922 3.5213
H 18.8996 19.9665 3.1832
H 20.4869 20.5533 2.9486
H 19.9968 19.8151 4.5215
H 20.0749 18.2960 1.8761
H 22.3830 18.7909 3.8678
H 22.2234 19.0306 2.1015
H 22.2344 17.4108 2.7353
H 19.9699 16.6726 2.9889
*
```

Calculated values
* ΔE to the lowest compared entry with this formula, charge and spin: 908.4 kJ/mol
* LUMO level: 0.00 eV
* calculated total energy: -2085.37129 hartree
* frontier orbital gap: 0.308 Ha

=====

Record 3
Here is a molecular structure, C22H27N2RhSi2 from the OMol25 dataset. Energies are from ωB97M-V/def2-TZVPD.

Structure (ORCA input):
```
! wB97M-V def2-TZVPD RIJCOSX def2/J DEFGRID3
* xyz 0 5
Rh 0.2923 -1.0913 0.6153
C -0.5373 0.6880 -3.2405
Si -0.8976 -0.3015 -1.6161
C -0.6799 -2.0397 -2.1560
C -2.7247 0.0644 -1.4937
C -3.6330 -0.3556 -2.4782
C -4.9640 -0.3788 -2.1772
C -5.3842 0.0589 -0.9448
C -4.5342 0.7615 -0.1302
C -3.1787 0.6485 -0.3271
Si -1.8723 1.3253 0.8182
C -1.8385 0.5670 2.5555
C -1.7390 3.1018 1.0479
H 0.5258 0.8029 -3.4360
H -0.8600 1.7649 -3.2524
H -0.9863 0.2291 -4.1846
H 0.3671 -2.1026 -2.5505
H -1.4159 -2.3182 -2.9189
H -0.7258 -2.6763 -1.2705
H -3.2426 -0.6347 -3.4626
H -5.7477 -0.7149 -2.8280
H -6.3598 -0.1236 -0.5409
H -4.7940 1.2901 0.7679
H -2.3685 1.1639 3.3228
H -0.8050 0.4923 2.8353
H -2.2575 -0.4633 2.5082
H -2.7992 3.5166 1.4335
H -1.3222 3.7028 0.1683
H -1.0865 3.3445 1.9115
C -0.3872 0.6345 -0.1922
C 1.0167 0.5315 -0.2502
C 2.1300 1.3265 -0.0947
C 2.0732 2.4520 0.7807
C 3.2207 3.2660 0.9268
C 4.3784 2.8088 0.2813
C 4.4295 1.7570 -0.6417
C 3.2833 1.0256 -0.8608
H 1.0873 2.5184 1.3572
H 3.1746 4.2529 1.4767
H 5.2799 3.3769 0.5077
H 5.3134 1.5482 -1.2251
H 3.1873 0.3031 -1.6885
C 3.3096 -2.2208 0.3887
C 2.4421 -2.8050 1.3658
N 1.1343 -2.5905 1.4388
C 0.6162 -3.1862 2.5070
C 1.6251 -3.8877 3.1224
N 2.7162 -3.7230 2.2918
H 4.3512 -2.3142 0.7100
H 3.0418 -1.1615 0.2216
H 3.2105 -2.7122 -0.6577
H -0.3495 -2.9505 2.7731
H 1.6223 -4.4749 4.0300
H 3.6620 -4.0967 2.4552
*
```

Calculated values
* LUMO level (spin up / spin down): 0.19 / -0.98 eV
* calculated total energy: -1653.34241 hartree
* frontier orbital gap (spin up / spin down): 0.175 / 0.256 Ha

=====

Record 4
Here is a molecular structure, C26H25Cl4GeMoN5S3 from the OMol25 dataset. Energies are from ωB97M-V/def2-TZVPD.

Structure (ORCA input):
```
! wB97M-V def2-TZVPD RIJCOSX def2/J DEFGRID3
* xyz 1 2
Mo 0.5423 -0.6830 0.0922
C -1.6563 1.8323 -0.0766
N -0.8354 1.1277 0.9536
C 0.1079 2.1320 1.5627
C 1.5704 1.8428 1.2846
N 1.8907 0.4139 1.5306
C 1.6179 0.0765 2.9650
C 3.3083 0.0928 1.3056
C 4.3350 0.9988 1.4744
C 5.6491 0.5756 1.2921
C 5.9236 -0.7392 0.9616
C 4.8859 -1.6498 0.8008
C 3.5798 -1.2286 0.9763
S 2.2279 -2.3466 0.8038
C -1.7917 0.6566 1.9633
C -2.6218 1.5527 2.6261
C -3.5627 1.0947 3.5339
C -3.6861 -0.2650 3.7881
C -2.8439 -1.1585 3.1539
C -1.8940 -0.6963 2.2440
S -0.7211 -1.8331 1.5959
H -2.1768 2.6722 0.3846
H -2.3967 1.1463 -0.4793
H -1.0049 2.2104 -0.8554
H -0.0743 2.1715 2.6342
H -0.1162 3.1219 1.1637
H 2.1596 2.4805 1.9481
H 1.8391 2.0694 0.2545
H 2.2297 0.7206 3.6002
H 1.8831 -0.9629 3.1353
H 0.5661 0.2133 3.1995
H 4.1458 2.0322 1.7274
H 6.4552 1.2875 1.4041
H 6.9459 -1.0593 0.8141
H 5.0814 -2.6758 0.5197
H -2.5421 2.6162 2.4411
H -4.2015 1.8037 4.0426
H -4.4247 -0.6236 4.4916
H -2.8992 -2.2187 3.3640
N -2.0005 0.1381 -3.3958
C -2.7631 -0.8689 -2.8514
C -3.9623 -1.4250 -3.2776
C -4.4483 -2.4793 -2.5382
C -3.7398 -2.9596 -1.4290
C -2.5525 -2.3937 -1.0145
C -2.0585 -1.2985 -1.7274
N -0.8815 -0.5174 -1.6065
C -0.8950 0.3096 -2.6537
C 0.0837 1.2939 -3.1694
C 0.6510 1.1555 -4.3989
S 1.6889 2.4693 -4.6976
C 1.2247 3.1588 -3.2038
N 0.3988 2.4471 -2.4987
H -2.1952 0.6680 -4.2294
H -4.4764 -1.0556 -4.1545
H -5.3754 -2.9545 -2.8272
H -4.1227 -3.8164 -0.8915
H -2.0138 -2.8351 -0.1952
H 0.5643 0.3215 -5.0753
H 1.6117 4.1145 -2.8825
Cl 0.4667 -2.3540 -3.6105
Ge 1.3377 -2.6014 -1.5966
Cl 3.3413 -3.0219 -2.2561
Cl 0.4307 -4.4748 -0.9792
Cl 2.1903 0.1783 -1.4613
*
```

Calculated values
* ΔE to the lowest compared entry with this formula, charge and spin: 61.2 kJ/mol
* LUMO level (spin up / spin down): -4.69 / -4.19 eV
* calculated total energy: -6460.02629 hartree
* frontier orbital gap (spin up / spin down): 0.217 / 0.237 Ha

=====

Record 5
Here is a molecular structure, C3H5IN2S from the OMol25 dataset. Energies are from ωB97M-V/def2-TZVPD.

Structure (ORCA input):
```
! wB97M-V def2-TZVPD RIJCOSX def2/J DEFGRID3
* xyz 0 3
C 1.0919 1.8951 1.1634
C 0.5925 0.5679 0.8464
C -0.5055 -0.3929 -1.0521
N 0.6724 2.8171 0.3523
N -0.3696 0.6704 -0.1041
S -0.2906 2.2797 -0.8048
I 3.0076 -0.3016 -0.1795
H 1.7478 2.1828 2.0143
H 0.7854 -0.2756 1.4028
H 0.4672 -0.8832 -1.2209
H -1.0286 -1.2827 -0.6473
H -0.9196 0.1731 -1.9562
*
```

Calculated values
* ΔE to the lowest compared entry with this formula, charge and spin: 0.0 kJ/mol
* LUMO level (spin up / spin down): 0.65 / -2.93 eV
* calculated total energy: -922.57767 hartree
* frontier orbital gap (spin up / spin down): 0.255 / 0.244 Ha

=====

Record 6
Here is 9 unconnected molecules or ions with the total composition C16H30Cl20 from the OMol25 dataset. Energies are from ωB97M-V/def2-TZVPD.

Structure (ORCA input):
```
! wB97M-V def2-TZVPD RIJCOSX def2/J DEFGRID3
* xyz 0 1
Cl -1.1463 2.0924 -8.9335
C -2.5595 2.7180 -8.0351
C -2.0231 3.7819 -7.0628
Cl -1.3733 2.9718 -5.5867
H -3.1480 1.8776 -7.6670
H -3.0635 3.2688 -8.8293
H -2.8176 4.4184 -6.6733
H -1.2733 4.4208 -7.5294
Cl -1.8135 0.9693 1.2783
C -1.9800 -0.2565 -0.0235
C -0.6479 -1.1049 -0.1566
Cl -0.2212 -1.9621 1.3604
H -2.2142 0.2763 -0.9451
H -2.7942 -0.9297 0.2448
H 0.0939 -0.4494 -0.6129
H -0.7517 -1.8896 -0.9059
Cl 5.5394 0.7011 -3.7764
C 3.9711 1.5574 -3.7591
C 3.7070 2.0883 -2.3585
Cl 4.8641 3.3072 -1.7995
H 3.2382 0.8125 -4.0692
H 3.9298 2.3485 -4.5079
H 3.7070 1.2232 -1.6953
H 2.6995 2.4914 -2.2558
Cl 3.5323 -4.3398 -3.2512
C 4.5109 -5.1179 -4.4599
C 5.9492 -5.5598 -4.0125
Cl 5.7785 -7.1218 -3.1395
H 4.6111 -4.4215 -5.2925
H 3.9526 -5.9651 -4.8583
H 6.4195 -4.8821 -3.3000
H 6.5975 -5.6060 -4.8876
Cl -4.9526 -3.9957 3.3543
C -5.2171 -2.7676 4.7126
C -6.7163 -2.4423 4.9067
Cl -7.5792 -3.8914 5.4086
H -4.5187 -1.9681 4.4654
H -4.7610 -3.1216 5.6372
H -7.2290 -2.1085 4.0045
H -6.8967 -1.7372 5.7181
Cl -1.2353 5.5606 5.8548
C 0.4316 5.3523 5.2375
C 1.3926 4.9140 6.3714
Cl 0.8601 3.4298 7.2282
H 0.7392 6.3188 4.8382
H 0.3565 4.5742 4.4778
H 1.4603 5.5986 7.2168
H 2.4289 4.7506 6.0755
Cl 0.9725 -3.1272 6.8536
C 2.7713 -3.2617 6.6775
C 3.3644 -1.8974 6.2567
Cl 5.1080 -1.8228 6.3322
H 2.9287 -4.0796 5.9744
H 3.0897 -3.6820 7.6315
H 3.0546 -1.0783 6.9056
H 3.1629 -1.6259 5.2204
C -3.7016 -4.7885 -4.2836
Cl -2.1599 -4.5760 -5.2550
Cl -4.2509 -3.2484 -3.5714
Cl -3.4869 -5.9191 -2.9477
H -4.5180 -5.1974 -4.8788
C -2.0613 6.7725 0.2741
Cl -0.3599 6.5567 -0.0616
Cl -2.9721 6.4486 -1.1856
Cl -2.4694 8.2936 1.0018
H -2.3095 6.0472 1.0489
*
```

Calculated values
* structure (SMILES): ClC(Cl)Cl.ClC(Cl)Cl.ClCCCl.ClCCCl.ClCCCl.ClCCCl.ClCCCl.ClCCCl.ClCCCl
* ΔE to the lowest compared entry with this formula, charge and spin: 211.0 kJ/mol
* LUMO level: -0.06 eV
* calculated total energy: -9831.43126 hartree
* frontier orbital gap: 0.389 Ha

=====

Record 7
Here is a single C4H7NO molecule from the OMol25 dataset. Energies are from ωB97M-V/def2-TZVPD.

Structure (ORCA input):
```
! wB97M-V def2-TZVPD RIJCOSX def2/J DEFGRID3
* xyz 0 1
C -0.4015 -1.1674 -0.0227
C -0.6449 1.1230 -0.0105
C 0.8914 0.8132 -0.1024
C 1.0224 -0.6592 -0.2524
H -0.5508 -2.2112 0.4835
H -0.7881 -1.3420 -1.0759
H -1.1027 -0.1284 1.5392
H -0.8042 2.0080 0.5284
H -0.8656 1.3559 -1.1450
H 1.3817 1.6264 -0.5909
H 1.6202 -1.3030 -0.7881
N -1.2125 -0.1385 0.5408
O 1.4547 0.0231 0.8960
*
```

Calculated values
* structure (SMILES): C1NC[C@H]2O[C@@H]12
* ΔE to the lowest compared entry with this formula, charge and spin: 270.0 kJ/mol
* LUMO level: 1.11 eV
* calculated total energy: -286.52882 hartree
* frontier orbital gap: 0.371 Ha

=====

Record 8
Here is 8 unconnected molecules or ions with the total composition C8H32N16O8 from the OMol25 dataset. Energies are from ωB97M-V/def2-TZVPD.

Structure (ORCA input):
```
! wB97M-V def2-TZVPD RIJCOSX def2/J DEFGRID3
* xyz 0 1
C -0.0657 -3.0728 4.0020
O -1.0100 -3.4181 4.6906
N -0.1654 -2.1638 2.9921
N 1.2258 -3.4721 4.3065
H 0.6253 -1.9791 2.3970
H -1.0899 -1.8479 2.7680
H 1.9278 -3.1776 3.6522
H 1.3197 -4.2756 4.8955
C 1.2240 2.4107 2.7926
O 0.6602 2.7178 3.8328
N 1.7139 1.1759 2.4997
N 1.2671 3.2586 1.7113
H 2.1930 1.0728 1.6106
H 1.7234 0.5015 3.2416
H 1.8907 3.0020 0.9590
H 0.8780 4.1800 1.7026
C -1.3666 -0.2745 -0.6001
O -2.5742 -0.3486 -0.8657
N -0.6614 -1.3689 -0.2073
N -0.6438 0.8820 -0.6035
H 0.2942 -1.2749 0.1040
H -1.1835 -2.2423 -0.0952
H -1.0077 1.7959 -0.8035
H 0.3292 0.7540 -0.3957
C -2.7749 -3.9859 -0.9805
O -1.7495 -3.8826 -0.3061
N -3.2349 -5.2198 -1.3759
N -3.4585 -2.9011 -1.4370
H -2.6074 -5.9973 -1.3890
H -4.1608 -5.2627 -1.7573
H -3.1181 -1.9937 -1.1127
H -4.3162 -3.0308 -1.9365
C 3.0874 -2.5947 0.7095
O 1.9362 -2.2179 0.8444
N 4.1249 -1.9512 1.3604
N 3.4156 -3.7350 0.0245
H 5.0349 -2.3713 1.3850
H 3.8035 -1.3298 2.0810
H 2.7126 -4.4473 -0.0447
H 4.3772 -3.9085 -0.1980
C 2.8807 0.9022 -1.1943
O 2.5755 1.5581 -0.1896
N 4.0999 0.3267 -1.3582
N 1.9547 0.6576 -2.1525
H 4.2736 -0.1373 -2.2294
H 4.7801 0.3972 -0.6275
H 2.1549 0.0367 -2.9144
H 1.0450 1.0903 -2.0784
C 0.2171 3.3919 -2.3834
O -0.0854 2.2092 -2.3979
N 0.2715 4.1509 -3.5420
N 0.6892 4.0238 -1.2608
H 0.2911 3.6905 -4.4304
H 0.0309 5.1242 -3.5041
H 0.8018 5.0179 -1.3383
H 0.6659 3.5167 -0.3968
C -4.7639 3.0026 -1.5093
O -4.8145 2.4743 -2.6012
N -4.3781 2.3204 -0.3671
N -5.0644 4.3321 -1.3079
H -4.0849 1.3760 -0.5807
H -3.9966 2.8926 0.3625
H -5.0778 4.9607 -2.0857
H -5.0424 4.6790 -0.3671
*
```

Calculated values
* structure (SMILES): NC(N)=O.NC(N)=O.NC(N)=O.NC(N)=O.NC(N)=O.NC(N)=O.NC(N)=O.NC(N)=O
* ΔE to the lowest compared entry with this formula, charge and spin: 180.6 kJ/mol
* LUMO level: -0.05 eV
* calculated total energy: -1802.35973 hartree
* frontier orbital gap: 0.321 Ha

=====

> Which of these has the highest calculated total energy?

C4H7NO